Computed, not measured: a cluster of 2 separate species, C2H7NOSi in total in a non-equilibrium geometry, with ωB97M-V with the def2-TZVPD basis set.

Results
Structure (SMILES)   C=CN=[SiH2].O
Lowest unoccupied orbital energy   -0.0132 Eh

```
! RIJCOSX wB97M-V def2-TZVPD def2/J DEFGRID3
* xyz 0 1
C 1.593 -0.726 1.236
C 1.394 -0.135 0.047
N 0.290 -0.168 -0.702
Si -1.150 -0.690 -1.314
H 0.844 -1.416 1.634
H 2.440 -0.489 1.787
H 2.246 0.331 -0.546
H -1.531 -2.101 -1.503
H -2.250 0.147 -1.713
O -1.841 1.048 1.789
H -1.314 1.814 2.022
H -1.443 0.235 2.127
*
```

***

Computed, not measured: a structure of composition C35H57F3O18SY in a non-equilibrium geometry, with ωB97M-V with the def2-TZVPD basis set.

Results
Lowest unoccupied orbital energy   -0.1495 Eh

```
! RIJCOSX wB97M-V def2-TZVPD def2/J DEFGRID3
* xyz 1 1
Y 1.913 -0.757 -3.486
C 1.595 3.879 -4.070
C 2.048 2.884 -2.990
O 2.025 1.540 -3.270
H 0.623 3.648 -4.505
H 2.364 3.993 -4.835
H 1.540 4.839 -3.553
H 1.512 3.227 -2.090
H 3.065 3.201 -2.703
C -0.271 0.661 -0.169
F -0.936 0.924 -1.272
F 0.821 1.430 -0.071
F -0.970 0.935 0.926
S 0.306 -1.130 -0.192
O 0.951 -1.117 -1.507
O 1.215 -1.319 0.911
O -0.894 -1.934 -0.132
C -3.632 5.368 -2.739
C -2.456 4.645 -3.436
C -1.719 4.121 -2.199
O -1.839 5.134 -1.187
C -3.090 5.786 -1.382
H -4.409 4.610 -2.591
H -4.165 6.111 -3.333
H -1.739 5.287 -3.942
H -2.833 3.791 -3.993
H -0.636 4.035 -2.314
H -2.088 3.173 -1.788
H -2.837 6.847 -1.285
H -3.834 5.537 -0.616
C -4.941 1.128 -1.603
C -6.292 1.677 -1.091
C -5.968 1.891 0.365
O -5.329 0.666 0.724
C -4.431 0.364 -0.322
H -4.299 1.951 -1.904
H -5.147 0.361 -2.347
H -7.071 0.928 -1.215
H -6.570 2.625 -1.555
H -6.860 1.924 0.993
H -5.300 2.728 0.595
H -4.492 -0.700 -0.569
H -3.381 0.596 -0.125
O 3.362 2.103 4.543
C 2.623 2.829 3.935
O 2.459 2.646 2.596
C 1.690 3.770 2.049
C 1.051 4.506 3.240
C 1.864 4.006 4.440
H 0.901 3.379 1.414
H 2.433 4.346 1.501
H 0.028 4.171 3.394
H 1.172 5.579 3.123
H 1.285 3.850 5.347
H 2.610 4.743 4.755
O 0.006 -2.623 -3.514
C -1.130 -2.894 -3.187
O -2.164 -2.091 -3.405
C -3.372 -2.657 -2.894
C -2.969 -3.849 -2.004
C -1.580 -4.164 -2.559
H -3.925 -2.996 -3.774
H -3.944 -1.922 -2.333
H -3.723 -4.632 -2.072
H -3.015 -3.554 -0.956
H -1.625 -5.033 -3.214
H -0.892 -4.413 -1.748
O 2.645 -3.011 -2.630
C 3.373 -3.897 -2.229
O 4.652 -3.942 -2.546
C 5.206 -5.251 -2.269
C 4.027 -6.094 -1.894
C 2.985 -5.112 -1.393
H 5.814 -5.158 -1.364
H 5.767 -5.617 -3.122
H 4.287 -6.807 -1.112
H 3.582 -6.609 -2.749
H 3.048 -4.835 -0.337
H 1.953 -5.418 -1.548
O -2.191 -0.227 6.791
C -1.333 -0.441 5.984
O -1.349 0.233 4.805
C -0.102 0.189 4.118
C 0.862 -0.312 5.225
C -0.024 -1.141 6.110
H 0.248 1.156 3.758
H -0.082 -0.514 3.280
H 1.266 0.533 5.776
H 1.551 -1.066 4.840
H 0.305 -1.422 7.110
H -0.184 -2.172 5.752
O -0.118 -6.201 -0.155
C -0.444 -5.561 0.815
O -1.539 -5.902 1.513
C -1.546 -5.264 2.797
C -0.675 -4.029 2.604
C 0.304 -4.441 1.495
H -1.150 -5.946 3.555
H -2.543 -5.020 3.158
H -0.260 -3.726 3.563
H -1.273 -3.251 2.129
H 1.325 -4.696 1.790
H 0.469 -3.547 0.900
O 3.559 -0.622 -1.688
C 4.155 0.198 -1.014
O 5.015 1.038 -1.598
C 5.685 1.816 -0.615
C 4.699 1.836 0.553
C 4.007 0.482 0.461
H 5.828 2.853 -0.912
H 6.651 1.425 -0.291
H 4.042 2.694 0.414
H 5.221 2.019 1.492
H 3.008 0.476 0.882
H 4.585 -0.284 0.986
*
```